No. 1
The following is a quantum chemistry calculation of a cluster of 6 separate species, C42H57BBrF40IN2O10P3 in total, from OMol25.

- HOMO: -5.33 eV
- Charge: -1

Each line ends with the Löwdin charge.
Cartesian coordinates (Å):
C  7.606  -1.918  -1.774  -0.111
C  6.128  -1.833  -1.332  -0.261
C  5.175  -1.681  -2.524  -0.194
C  3.676  -1.690  -2.193  -0.222
N  3.117  -0.328  -2.243  -0.026
C  2.049  0.115  -1.352  -0.646
P  2.801  0.397  0.393  0.740
O  3.787  -0.893  0.790  -0.432
Br  1.182  0.010  1.899  0.320
O  1.846  1.475  -1.619  -0.085
B  0.403  1.896  -1.558  -0.931
C  0.043  2.737  -2.926  0.013
C  -1.324  3.346  -3.085  -0.520
O  -1.480  4.468  -3.419  0.095
N  -2.454  2.549  -2.785  -0.162
C  -2.770  1.655  -3.899  -0.067
C  -3.616  3.375  -2.461  -0.117
C  0.180  2.793  -0.194  -0.558
I  -1.748  2.392  0.735  0.887
C  0.342  4.310  -0.371  -0.324
C  1.842  4.664  -0.476  -0.086
O  -0.294  0.555  -1.503  -0.149
C  0.638  -0.475  -1.721  -0.620
P  0.738  -0.827  -3.557  0.783
O  1.098  -2.225  -3.961  -0.440
P  -0.127  -1.961  -0.855  1.031
C  1.118  -3.256  -0.508  -0.439
C  0.366  -4.415  0.203  -0.160
C  -1.265  -2.717  -2.107  -0.402
C  -0.859  -4.056  -2.770  -0.177
H  8.275  -1.400  -1.077  0.064
H  7.941  -2.960  -1.866  0.068
H  7.746  -1.445  -2.759  0.066
H  5.996  -1.001  -0.627  0.098
H  5.866  -2.764  -0.814  0.087
H  5.386  -2.502  -3.229  0.115
H  5.418  -0.755  -3.075  0.114
H  3.488  -2.169  -1.228  0.076
H  3.153  -2.288  -2.952  0.087
H  3.869  0.350  -2.163  0.108
H  3.457  -1.370  1.551  -0.023
H  0.712  3.609  -3.016  0.115
H  0.254  2.108  -3.807  0.098
H  -3.751  1.200  -3.706  0.083
H  -2.838  2.204  -4.854  0.092
H  -2.040  0.853  -3.970  0.049
H  -4.355  2.732  -1.968  0.082
H  -4.058  3.860  -3.346  0.078
H  -3.323  4.164  -1.759  0.072
H  0.884  2.473  0.589  0.001
H  -0.073  4.840  0.499  0.063
H  -0.216  4.683  -1.238  0.088
H  2.283  4.734  0.529  0.070
H  2.399  3.919  -1.055  0.069
H  1.971  5.651  -0.947  0.072
H  1.547  0.147  -4.158  0.031
H  -0.547  -0.452  -3.971  -0.001
H  1.687  -3.629  -1.368  0.062
H  1.806  -2.777  0.203  0.031
H  0.783  -5.387  -0.079  0.069
H  0.429  -4.309  1.293  0.066
H  -0.701  -4.429  -0.049  0.047
H  -1.444  -1.984  -2.903  0.037
H  -2.235  -2.824  -1.601  0.066
H  -1.076  -4.042  -3.847  0.057
H  0.203  -4.278  -2.644  0.047
H  -1.424  -4.893  -2.335  0.057
C  4.386  -7.450  1.825  -0.045
C  5.640  -7.738  0.992  -0.444
C  6.997  -7.702  1.703  -0.312
F  7.259  -6.472  2.183  0.099
F  7.959  -8.023  0.810  0.098
F  5.677  -6.955  -0.101  0.146
F  5.511  -9.038  0.580  0.094
O  3.848  -6.152  1.754  0.057
C  4.239  -5.144  2.575  -0.551
C  4.846  -3.973  1.792  -0.287
F  5.924  -4.404  1.107  0.098
F  5.243  -3.034  2.677  0.105
F  5.071  -5.569  3.541  0.152
F  3.138  -4.657  3.189  0.146
H  3.619  -8.082  1.377  0.151
H  4.522  -7.781  2.856  0.148
H  7.019  -8.426  2.521  0.171
H  4.116  -3.551  1.100  0.154
C  -2.856  -6.978  -5.933  -0.035
C  -1.745  -7.433  -4.981  -0.442
C  -0.316  -6.951  -5.257  -0.302
F  0.114  -7.415  -6.449  0.093
F  0.490  -7.446  -4.294  0.102
F  -1.759  -8.777  -4.851  0.134
F  -2.059  -6.884  -3.773  0.095
O  -3.258  -7.891  -6.933  0.054
C  -2.672  -7.951  -8.154  -0.562
C  -2.037  -9.326  -8.416  -0.290
F  -1.096  -9.596  -7.495  0.104
F  -1.454  -9.305  -9.635  0.097
F  -1.795  -6.961  -8.360  0.161
F  -3.653  -7.821  -9.083  0.135
H  -3.733  -6.881  -5.294  0.150
H  -2.640  -5.990  -6.343  0.151
H  -0.264  -5.860  -5.242  0.166
H  -2.808  -10.097  -8.393  0.173
C  -2.477  5.475  4.678  -0.030
C  -1.204  5.529  3.825  -0.445
C  -0.311  4.282  3.799  -0.323
F  0.158  4.029  5.044  0.085
F  0.743  4.532  2.997  0.096
F  -0.470  6.617  4.150  0.131
F  -1.651  5.671  2.547  0.081
O  -2.427  6.076  5.961  0.056
C  -2.045  5.413  7.075  -0.561
C  -0.803  6.048  7.719  -0.280
F  0.243  6.032  6.881  0.115
F  -0.477  5.316  8.821  0.075
F  -1.878  4.100  6.879  0.163
F  -3.036  5.557  7.996  0.130
H  -3.191  6.088  4.130  0.149
H  -2.876  4.461  4.718  0.151
H  -0.859  3.418  3.416  0.098
H  -1.021  7.072  8.021  0.168
C  -7.519  2.293  -6.360  -0.036
C  -6.311  1.400  -6.054  -0.444
C  -5.543  0.796  -7.235  -0.306
F  -6.339  -0.025  -7.950  0.093
F  -4.512  0.075  -6.752  0.105
F  -6.656  0.426  -5.190  0.140
F  -5.408  2.218  -5.443  0.092
O  -8.797  1.699  -6.269  0.057
C  -9.396  1.078  -7.312  -0.560
C  -9.671  -0.406  -7.017  -0.289
F  -8.523  -1.055  -6.756  0.105
F  -10.242  -0.961  -8.108  0.097
F  -8.725  1.229  -8.463  0.156
F  -10.615  1.648  -7.482  0.135
H  -7.511  3.033  -5.560  0.151
H  -7.384  2.826  -7.302  0.148
H  -5.155  1.586  -7.883  0.174
H  -10.346  -0.493  -6.164  0.174
C  0.378  8.892  12.699  -0.046
C  0.779  8.281  14.047  -0.443
C  2.231  8.451  14.510  -0.312
F  3.080  7.840  13.664  0.101
F  2.360  7.883  15.729  0.098
F  0.431  6.984  14.104  0.144
F  0.045  8.960  14.983  0.093
O  0.327  8.026  11.590  0.057
C  1.406  7.783  10.800  -0.549
C  1.797  6.298  10.799  -0.282
F  2.106  5.914  12.056  0.099
F  2.892  6.153  10.026  0.109
F  2.448  8.569  11.103  0.157
F  1.044  8.079  9.527  0.140
H  -0.656  9.200  12.846  0.150
H  0.962  9.790  12.490  0.148
H  2.487  9.511  14.585  0.172
H  0.979  5.692  10.411  0.155

No. 2
The following is a quantum chemistry calculation of a structure of composition C3H2CsMgO3, from OMol25.

- HOMO (spin up / spin down): -9.29 / -9.22 eV
- ΔE to the lowest compared entry with this formula, charge and spin: 117.3 kcal/mol
- Charge: +1

Each line ends with the natural charge from an NBO analysis.
Cartesian coordinates (Å):
O  2.035  3.119  0.779  -0.644
O  -0.083  2.277  2.538  -0.501
C  -1.296  2.659  2.149  0.303
C  0.856  1.571  1.738  -0.156
O  -1.496  2.977  0.975  -0.710
C  1.504  1.910  0.591  0.208
Mg  -2.602  2.960  3.813  0.990
H  2.174  1.145  0.166  0.210
H  1.933  2.190  2.343  0.308
Cs  -0.460  4.752  -1.332  0.993

No. 3
The following is a quantum chemistry calculation of an isolated molecule of C4H6OS2, from OMol25.

- SMILES: OC[C@@H]1CSC1=S
- HOMO: -8.92 eV
- ΔE to the lowest compared entry with this formula, charge and spin: 83.0 kcal/mol
- Charge: 0

Each line ends with the natural charge from an NBO analysis.
Cartesian coordinates (Å):
O  1.339  -0.886  0.561  -0.726
C  0.365  -0.995  -0.561  -0.076
C  -0.540  0.069  -0.373  -0.456
C  0.132  1.320  -0.457  -0.419
S  -0.553  1.893  1.327  0.223
C  -0.838  0.148  1.080  -0.237
S  -1.252  -1.056  2.046  0.013
H  0.859  -1.153  1.292  0.469
H  0.075  -2.013  -0.966  0.224
H  0.910  -0.480  -1.496  0.186
H  -1.425  -0.273  -1.178  0.267
H  -0.319  2.163  -1.102  0.254
H  1.246  1.263  -0.172  0.277

No. 4
The following is a quantum chemistry calculation of a structure of composition C4H6IrO3, from OMol25.

- HOMO (spin up / spin down): -21.18 / -24.69 eV
- Spin multiplicity: 5
- ΔE to the lowest compared entry with this formula, charge and spin: 0.0 kcal/mol
- Charge: +3

Each line ends with the Mulliken spin population.
Cartesian coordinates (Å):
H  0.626  2.083  0.045  0.138
O  -0.175  0.008  -1.041  0.028
Ir  2.588  1.284  0.485  2.769
O  1.702  -0.274  0.150  0.088
C  0.616  -0.682  -0.275  0.047
O  -0.060  -1.689  0.342  0.009
C  0.539  -2.695  0.871  0.001
C  -1.283  0.730  -0.737  0.599
C  -1.060  2.083  -0.481  0.190
H  -0.102  -3.548  1.095  0.001
H  1.624  -2.655  0.998  -0.001
H  -1.806  2.506  0.202  0.039
H  -2.076  0.132  -0.286  0.049
H  -1.133  2.718  -1.367  0.045

No. 5
The following is a quantum chemistry calculation of a cluster of 2 separate species, C3H7NO2S in total, from OMol25.

- SMILES: CC(C)=S.O=NO
- HOMO: -9.25 eV
- ΔE to the lowest compared entry with this formula, charge and spin: 104.1 kcal/mol
- Charge: 0

Each line ends with the natural charge from an NBO analysis.
Cartesian coordinates (Å):
C  -1.043  -0.722  1.090  -0.676
C  -0.006  0.160  0.328  -0.027
C  0.212  -0.007  -1.156  -0.696
S  0.704  1.378  1.047  0.053
H  -0.776  -0.672  2.219  0.239
H  -1.018  -1.711  0.839  0.226
H  -1.955  -0.120  1.031  0.249
H  -0.717  0.320  -1.686  0.244
H  0.333  -1.052  -1.356  0.228
H  1.165  0.408  -1.574  0.245
O  4.437  -0.913  -0.772  -0.297
N  3.409  -0.376  -0.579  0.316
O  3.575  0.910  -0.158  -0.566
H  2.563  1.104  0.119  0.463

No. 6
The following is a quantum chemistry calculation of a structure of composition C8H9NO2, from OMol25.

- HOMO: -9.09 eV
- ΔE to the lowest compared entry with this formula, charge and spin: 121.1 kcal/mol
- Charge: 0

Each line ends with the natural charge from an NBO analysis.
Cartesian coordinates (Å):
C  3.342  0.953  -0.270  -0.411
C  1.826  -0.687  0.320  0.857
C  -0.548  -0.099  0.035  0.287
C  -1.385  0.993  0.440  -0.233
C  -2.817  1.019  0.464  -0.222
C  -3.447  -0.212  0.345  -0.231
C  -2.741  -1.215  -0.403  -0.216
C  -1.310  -1.093  -0.605  -0.226
H  4.558  0.756  -0.023  0.174
H  3.137  1.693  0.526  0.226
H  3.251  1.175  -1.278  0.215
H  3.875  -0.775  0.749  0.412
H  -0.901  1.935  0.497  0.216
H  -3.676  1.803  0.535  0.244
H  -4.543  -0.077  0.029  0.212
H  -3.038  -2.296  -0.690  0.232
H  -0.906  -1.875  -1.337  0.227
N  3.009  -0.586  -0.192  -0.594
O  1.467  -1.510  1.285  -0.631
O  0.848  0.099  -0.428  -0.537